Entry from the OMol25 dataset: a cluster of 2 separate species, C5H11O2 in total (ωB97M-V/def2-TZVPD).

XYZ file:
```
18
Properties=species:S:1:pos:R:3:mulliken_charge:R:1
C 0.45840 0.92296 -1.93073 -0.560
C 0.81695 2.29463 -2.47272 -0.909
H -0.09710 0.97710 -0.99430 0.059
H -0.19422 0.39497 -2.62455 0.292
H 1.36514 0.36626 -1.69156 0.292
H 1.57668 2.78441 -1.85623 0.293
H -0.06003 2.94309 -2.58010 0.272
H 1.18873 2.19121 -3.49353 0.270
C -0.31601 -0.74044 1.71974 -0.012
C -1.48900 -1.36828 2.46525 -0.960
C 0.61370 -1.74215 0.92969 0.529
O 0.23584 -2.92865 0.86511 -0.730
O 1.61723 -1.20146 0.41103 -0.735
H -0.67068 -0.07573 0.91553 -0.202
H 0.31853 -0.14586 2.38453 0.298
H -1.45846 -2.46432 2.40315 0.286
H -2.44523 -1.07479 2.01985 0.274
H -1.46048 -1.13295 3.52986 0.244
```

The total charge is -1. As for the HOMO-LUMO gap: 7.65 eV. The LUMO energy comes out at 0.13767 hartree. The multiplicity is 1.


Entry from the OMol25 dataset: the molecule C4H8O2 (ωB97M-V/def2-TZVPD).

XYZ file:
```
14
Properties=species:S:1:pos:R:3:mulliken_charge:R:1
O -1.56208 -0.62040 1.49641 -0.513
C -0.22682 -0.25034 1.22014 -0.767
C 0.00582 -0.41699 -0.26451 0.248
C -0.56031 0.69180 -1.16560 -0.455
O 0.75679 1.12753 -1.53987 -0.396
C 1.36469 0.07204 -0.78620 -0.494
H -1.65311 -0.72958 2.44788 0.303
H 0.48042 -0.88036 1.77821 0.345
H -0.03811 0.79635 1.50933 0.329
H -0.26689 -1.43441 -0.55958 0.383
H -1.13762 0.34973 -2.03284 0.237
H -1.12165 1.47925 -0.64662 0.246
H 1.89657 -0.64088 -1.42852 0.252
H 2.06230 0.45625 -0.02823 0.282
```

The total charge is 0. As for the HOMO-LUMO gap: 10.48 eV. The SMILES is OCC1COC1. The LUMO energy comes out at 0.03100 hartree. The multiplicity is 1.


Entry from the OMol25 dataset: a cluster of 6 separate species, C24H59NO6 in total (ωB97M-V/def2-TZVPD).

XYZ file:
```
90
Properties=species:S:1:pos:R:3:mulliken_charge:R:1
C -7.52977 -23.49639 -11.59658 -2.079
C -6.66836 -23.64541 -12.85564 1.768
C -7.27151 -24.81297 -13.65870 -1.754
C -6.82661 -22.36642 -13.68157 -0.854
C -5.80291 -22.19749 -14.80315 -0.083
C -4.37324 -22.34771 -14.26862 -1.318
C -4.17496 -23.63930 -13.50818 1.485
C -4.01967 -24.81293 -14.51408 -1.635
C -2.90996 -23.51125 -12.64093 -1.967
N -5.25179 -23.84880 -12.52022 0.417
O -5.05283 -24.97360 -11.70005 -0.528
H -8.58311 -23.30372 -11.80617 0.346
H -7.59587 -24.41732 -11.01161 0.469
H -7.10943 -22.68236 -11.00120 0.482
H -7.26598 -25.81683 -13.21740 0.368
H -8.33462 -24.70434 -13.89565 0.414
H -6.74093 -24.98856 -14.59633 0.314
H -7.81829 -22.25685 -14.11833 0.099
H -6.73439 -21.50311 -13.01071 0.361
H -5.96437 -22.98509 -15.54736 0.260
H -5.82873 -21.25005 -15.34342 -0.081
H -4.20643 -21.44191 -13.67830 0.347
H -3.75719 -22.31038 -15.16853 0.416
H -3.60685 -25.71019 -14.06633 0.342
H -3.28949 -24.47289 -15.26370 0.414
H -4.87622 -24.88460 -15.18124 0.362
H -2.62208 -24.40732 -12.09647 0.395
H -3.03664 -22.64925 -11.98758 0.431
H -2.04604 -23.30045 -13.28239 0.412
H -5.10889 -24.61622 -10.80549 0.349
C -9.45602 -12.63535 -18.83566 -0.942
C -8.92264 -13.97693 -19.33192 0.342
C -7.75473 -13.84081 -20.29223 -1.297
O -8.49125 -14.85848 -18.27944 -0.379
H -9.67250 -11.99126 -19.68711 0.409
H -8.73721 -12.16293 -18.16486 0.363
H -10.38940 -12.85218 -18.31623 0.010
H -9.72980 -14.57941 -19.76492 0.252
H -7.01335 -13.24879 -19.74213 0.311
H -7.99528 -13.38211 -21.25258 0.372
H -7.29612 -14.80991 -20.48077 0.289
H -7.93197 -14.35929 -17.66929 0.261
C -14.35827 -22.49173 -19.51981 -1.350
C -12.85081 -22.36033 -19.42005 0.664
C -12.14036 -23.12031 -18.29373 -1.055
O -12.27507 -22.61501 -20.70010 -0.570
H -14.75288 -21.71708 -20.17502 0.321
H -14.93712 -22.36744 -18.60099 0.354
H -14.60093 -23.50777 -19.83839 0.346
H -12.58272 -21.30247 -19.26612 0.107
H -11.05878 -23.00574 -18.40276 0.297
H -12.46420 -24.15267 -18.18512 0.319
H -12.28338 -22.58073 -17.35079 0.256
H -11.36168 -22.32607 -20.71067 0.316
C -12.59795 -14.97988 -16.61052 -0.995
C -11.94960 -13.90050 -15.75168 0.407
C -12.45804 -13.74138 -14.31961 -1.391
O -10.53593 -14.14160 -15.69918 -0.466
H -13.60532 -14.74034 -16.95798 0.391
H -12.57729 -15.96111 -16.13840 0.279
H -12.02234 -14.96255 -17.53973 0.177
H -12.06307 -12.92743 -16.23518 0.290
H -13.43393 -13.23997 -14.37611 0.391
H -11.85290 -13.03216 -13.76178 0.335
H -12.60245 -14.71355 -13.84907 0.328
H -10.38790 -15.03461 -15.36856 0.289
C -9.54397 -20.67176 -15.84378 -1.305
C -9.09051 -19.50337 -16.67910 0.250
C -9.42408 -18.11319 -16.12085 -1.166
O -7.68278 -19.53961 -16.86907 -0.668
H -10.62390 -20.77701 -15.73710 0.457
H -9.04480 -20.77545 -14.88281 0.395
H -9.26693 -21.52919 -16.47044 0.313
H -9.59240 -19.54965 -17.64646 0.323
H -8.77434 -17.84781 -15.28567 0.319
H -10.48161 -17.94189 -15.89579 0.418
H -9.25967 -17.34957 -16.88917 0.271
H -7.22604 -19.60038 -16.02035 0.196
C -4.58664 -17.21117 -18.54765 -1.251
C -4.32648 -17.70441 -17.13284 0.758
C -3.40921 -16.74287 -16.35273 -1.459
O -5.57759 -17.70723 -16.46188 -0.548
H -5.09980 -18.02330 -19.09283 0.346
H -3.70790 -17.07974 -19.18496 0.409
H -5.32759 -16.42128 -18.65096 0.270
H -3.84254 -18.68309 -17.06261 0.174
H -3.57208 -16.92086 -15.29045 0.356
H -3.54868 -15.67812 -16.54784 0.325
H -2.38025 -16.93303 -16.66669 0.404
H -6.18438 -18.37043 -16.82655 0.434
```

The total charge is 0. As for the HOMO-LUMO gap: 8.71 eV. The SMILES is CC1(C)CCCC(C)(C)N1O.CC(C)O.CC(C)O.CC(C)O.CC(C)O.CC(C)O. The LUMO energy comes out at 0.01703 hartree. The multiplicity is 1.


Entry from the OMol25 dataset: a structure of composition CBaF3LiNO4S3 (ωB97M-V/def2-TZVPD).

XYZ file:
```
14
Properties=species:S:1:pos:R:3:mulliken_charge:R:1
Ba -1.35641 0.17499 0.84549 1.491
N -0.41264 1.77407 -0.73361 -1.022
S 0.69881 1.34874 -1.63225 0.959
O 0.70739 0.05484 -2.39975 -0.754
C 0.64400 2.53732 -3.05377 0.415
F 0.76989 3.78068 -2.61302 -0.219
F -0.55461 2.37298 -3.60964 -0.224
F 1.60212 2.27851 -3.93087 -0.208
Li 0.39323 -1.66406 -1.28581 0.899
S -0.07907 -3.06821 2.01187 -0.159
O -1.13118 -2.83207 0.67266 -0.746
S 1.61848 -0.28911 0.88604 -0.249
O 1.95285 -1.41178 -0.15709 -0.577
O 2.10729 1.36683 -0.88448 -0.606
```

The total charge is -1. As for the HOMO-LUMO gap (alpha / beta): 4.95 / 4.58 eV. The LUMO energy (alpha / beta) comes out at 0.05349 / 0.05268 hartree. The multiplicity is 1.


Entry from the OMol25 dataset: a cluster of 2 separate species, C2H3NO2S in total (ωB97M-V/def2-TZVPD).

XYZ file:
```
9
Properties=species:S:1:pos:R:3:mulliken_charge:R:1
C -1.13274 0.02725 0.17666 0.526
C -2.22191 0.31796 -0.47509 -0.824
N -0.01377 -0.27183 0.56078 -0.419
O 3.19288 -0.61506 1.03128 -0.389
O 2.68575 -0.42372 -1.30996 -0.369
S 2.77918 0.20938 -0.04814 0.738
H -3.02621 -0.39736 -0.77180 0.255
H -2.27175 1.36115 -0.81523 0.210
H 0.00856 -0.20777 1.65149 0.273
```

The total charge is 0. As for the HOMO-LUMO gap: 9.16 eV. The LUMO energy comes out at -0.01889 hartree. The multiplicity is 1.


Entry from the OMol25 dataset: a cluster of 2 separate species, O2 in total (ωB97M-V/def2-TZVPD).

XYZ file:
```
2
Properties=species:S:1:pos:R:3:mulliken_charge:R:1
O -0.35083 0.29179 0.83277 0.500
O 0.35083 -0.29179 -0.83277 0.500
```

The total charge is +1. As for the HOMO-LUMO gap (alpha / beta): 7.67 / 6.80 eV. The LUMO energy (alpha / beta) comes out at -0.61415 / -0.59410 hartree. The multiplicity is 2.


Energy relative to the best compared isomer or geometry (same formula, charge and spin), record by record: 23.4 202.8 200.4 48.1 245.0 888.8 kJ/mol
Max |F|, record by record: 0.62 0.43 2.35 5.55 3.26 10.13 eV Å⁻¹